# 1
{"formula": "C4H8O2", "method": "ωB97M-V with the def2-TZVPD basis set", "energy_ev": -8371.3435, "charge": 0, "multiplicity": 1, "e_above_lowest_kcal_mol": 44.70, "smiles": "C[C@H]1O[C@@H]1CO", "elements": ["C", "C", "O", "C", "C", "O", "H", "H", "H", "H", "H", "H", "H", "H"], "coordinates": [[1.95123, 0.35270, -0.68573], [0.70071, 0.11939, 0.10222], [-0.22427, 1.21667, 0.06368], [-0.62692, -0.04220, -0.47912], [-1.68189, -0.70059, 0.39367], [-1.49572, -0.25727, 1.71530], [1.70492, 0.83389, -1.63570], [2.60872, 1.01662, -0.11428], [2.49143, -0.58062, -0.87153], [0.82893, -0.33420, 1.08745], [-0.75635, -0.06553, -1.56055], [-2.69038, -0.44198, 0.04066], [-1.56700, -1.78975, 0.35227], [-1.24342, 0.67288, 1.59166]], "forces_ev_per_a": [[0.1, 0.0, -0.1], [0.3, -0.2, 0.0], [0.0, 0.3, 0.0], [0.0, -0.2, -0.1], [-0.1, -0.1, -0.3], [-0.3, -0.1, 0.1], [0.1, -0.1, 0.1], [0.0, -0.1, -0.2], [-0.1, 0.1, 0.0], [0.0, 0.3, -0.1], [0.0, 0.0, 0.1], [0.1, -0.1, -0.1], [-0.1, 0.1, 0.1], [0.0, 0.0, 0.3]], "mulliken_charge": [-1.323, 0.441, -0.538, -0.127, -0.565, -0.548, 0.317, 0.302, 0.328, 0.401, 0.416, 0.282, 0.269, 0.344]}

***

# 2
{"formula": "C4H8O2", "method": "ωB97M-V with the def2-TZVPD basis set", "energy_ev": -8370.6575, "charge": 0, "multiplicity": 1, "e_above_lowest_kcal_mol": 60.52, "smiles": "COCCC=O", "elements": ["C", "O", "C", "C", "C", "O", "H", "H", "H", "H", "H", "H", "H", "H"], "coordinates": [[2.45235, -0.40378, -0.08783], [1.03795, -0.06800, -0.40653], [0.43939, 0.67264, 0.55499], [-1.01340, 1.05394, -0.06886], [-1.76702, -0.16090, -0.31783], [-1.65359, -1.21307, 0.32758], [2.77204, -0.91949, -1.08131], [2.39109, -1.14407, 0.75090], [2.98943, 0.49337, 0.18505], [0.24743, 0.05466, 1.48659], [0.94579, 1.55828, 0.70502], [-0.87344, 1.51856, -1.04918], [-1.73475, 1.73290, 0.46064], [-2.48035, -0.01715, -1.30899]], "forces_ev_per_a": [[-2.4, -1.7, -1.6], [2.4, -1.1, -1.2], [-4.3, -0.9, 0.8], [1.6, 0.7, 0.7], [-1.4, -3.2, -0.8], [-0.7, 2.6, -1.9], [0.0, 1.0, 2.1], [0.5, 0.6, -0.6], [0.4, 0.1, -0.1], [0.4, 0.9, -0.7], [1.3, 2.0, 0.9], [0.3, 0.1, 0.1], [1.0, -0.4, 0.1], [1.1, -0.9, 2.2]], "mulliken_charge": [-0.667, -0.307, -0.489, -0.622, 0.163, -0.494, 0.213, 0.288, 0.288, 0.297, 0.479, 0.307, 0.347, 0.198]}